Molecular formula: C33H31CrFN6O3
Method: DFT, ωB97M-V/def2-TZVPD

Geometry as XYZ:
```
75
Properties=species:S:1:pos:R:3:mulliken_spin:R:1
Cr 1.1927 1.2311 0.7390 2.9824
C 1.4377 3.4522 2.5034 -0.0183
N 1.0287 3.3446 1.0728 -0.0387
C 2.0243 3.9135 0.1219 -0.0062
C 2.1005 3.1152 -1.1639 0.0236
C 2.5915 3.6665 -2.3335 -0.0039
C 2.6625 2.8775 -3.4660 0.0060
C 2.2366 1.5569 -3.4011 -0.0015
C 1.7795 1.0702 -2.1950 0.0409
N 1.7288 1.8321 -1.1033 -0.0798
C -0.3109 3.9979 0.9665 0.0225
C -1.1134 3.8430 -0.3045 0.0041
C -2.4681 3.5384 -0.2246 0.0021
C -3.1903 3.4104 -1.3942 -0.0007
C -2.5454 3.5999 -2.6084 0.0003
C -1.2077 3.9482 -2.5854 -0.0003
N -0.5068 4.0812 -1.4581 0.0016
C 0.7114 2.3932 3.3049 0.0285
C 0.1814 2.6093 4.5617 -0.0027
C -0.4733 1.5666 5.2018 0.0067
C -0.5890 0.3485 4.5563 0.0027
C -0.0426 0.2085 3.2928 0.0232
N 0.5984 1.2066 2.6928 -0.0656
H 1.2396 4.4503 2.9017 0.0018
H 2.5026 3.2479 2.5622 -0.0022
H 3.0056 3.8592 0.5908 -0.0025
H 1.7968 4.9559 -0.1054 -0.0004
H 2.8929 4.7064 -2.3543 -0.0005
H 3.0411 3.2864 -4.3945 0.0004
H 2.2654 0.9128 -4.2682 0.0001
H 1.4576 0.0439 -2.0604 -0.0145
H -0.1709 5.0696 1.1516 -0.0001
H -0.9101 3.5899 1.7771 -0.0047
H -2.9374 3.3847 0.7394 -0.0002
H -4.2406 3.1480 -1.3597 0.0000
H -3.0670 3.4813 -3.5487 0.0001
H -0.6627 4.1442 -3.5040 0.0002
H 0.2807 3.5815 5.0287 -0.0001
H -0.8955 1.7090 6.1890 0.0004
H -1.1007 -0.4850 5.0173 0.0000
H -0.1038 -0.7212 2.7358 -0.0195
C 0.6624 -4.7521 -2.6499 0.0039
O -0.3537 -3.8765 -2.2035 0.0013
C -1.5762 -4.4030 -1.9751 0.0326
C -1.9370 -5.7000 -2.3083 -0.0150
C -3.2412 -6.1460 -2.1118 0.0372
C -4.1890 -5.2938 -1.5763 -0.0204
C -3.8163 -4.0109 -1.1918 0.0335
C -2.5155 -3.5517 -1.3598 -0.0416
N -2.1735 -2.2525 -0.9556 0.0898
C -1.0124 -1.7994 -0.3440 0.3812
C -0.1042 -2.5462 0.4295 -0.1002
C -0.3100 -3.8769 0.8761 0.2217
C 0.6344 -4.5448 1.6322 -0.1061
C 1.8253 -3.9119 1.9780 0.2015
C 2.0560 -2.5993 1.5732 -0.1003
C 1.1268 -1.8949 0.8098 0.1794
O 1.3893 -0.6521 0.4294 0.1147
H 1.5523 -4.1411 -2.7709 -0.0006
H 0.4059 -5.2131 -3.6074 0.0001
H 0.8625 -5.5301 -1.9081 0.0006
H -1.2108 -6.3723 -2.7455 -0.0014
H -3.5076 -7.1587 -2.3894 0.0034
H -5.2064 -5.6301 -1.4218 -0.0008
H -4.5369 -3.3445 -0.7298 -0.0030
H -2.8758 -1.5528 -1.1126 -0.0168
H -0.8422 -0.7367 -0.4384 0.1442
H -1.2400 -4.3773 0.6354 0.0147
H 0.4446 -5.5597 1.9625 -0.0040
H 2.5729 -4.4381 2.5607 0.0205
H 2.9752 -2.0847 1.8339 -0.0066
F -0.6427 1.2490 0.3259 0.0397
O 5.3046 0.9784 1.9913 0.0283
C 4.1874 1.1704 1.6259 0.0568
N 3.0719 1.3770 1.2623 -0.0735
```

Gap between HOMO and LUMO (alpha / beta), eV: 5.12 / 7.16
E_tot, eV: -80948.786
Multiplicity: 5
Net charge: 0
<S²>: 6.05
Molecular weight, g/mol: 630.64



Molecular formula: C14H20BrNO
Method: DFT, ωB97M-V/def2-TZVPD

Geometry as XYZ:
```
37
Properties=species:S:1:pos:R:3:mulliken_charge:R:1
C -0.0877 3.6930 -0.0791 -1.5106
C 0.5300 2.3571 0.3128 0.2688
C 1.7058 1.9918 -0.5903 -0.6327
H 2.4403 2.7994 -0.5788 0.4410
H 1.3509 1.8847 -1.6187 0.2768
C 2.4099 0.7103 -0.1356 -1.1950
N 1.5093 -0.4269 -0.0610 0.4450
C 1.1203 -0.8552 1.1604 0.7692
O 1.5050 -0.3275 2.1873 -0.6608
C 0.1167 -2.0080 1.2141 -1.1172
C -1.2597 -1.4935 0.8967 0.4857
C -2.0620 -2.1033 -0.0602 -0.2436
C -3.3206 -1.6071 -0.3521 -0.6050
C -3.7751 -0.4870 0.3201 0.0331
C -2.9986 0.1338 1.2841 -0.5752
C -1.7464 -0.3760 1.5690 -0.4013
H -1.1325 0.0965 2.3209 0.4667
H -3.3689 1.0034 1.8046 0.4557
Br -5.5040 0.2106 -0.0861 -0.2006
H -3.9402 -2.0860 -1.0946 0.4244
H -1.7109 -2.9835 -0.5807 0.4175
H 0.3930 -2.8253 0.5503 0.3170
H 0.1347 -2.3741 2.2436 0.3361
C 1.1578 -1.0574 -1.3150 -0.5165
H 0.1381 -1.4412 -1.2665 0.2098
C 2.1316 -2.1747 -1.6940 -1.2276
H 2.1455 -2.9543 -0.9364 0.2635
H 3.1408 -1.7828 -1.7923 0.3324
H 1.8383 -2.6153 -2.6433 0.4131
H 1.1788 -0.2881 -2.0903 0.3495
H 3.2302 0.4718 -0.8191 0.3022
H 2.8153 0.8567 0.8677 0.4992
H 0.8740 2.3980 1.3475 0.3285
H -0.2306 1.5754 0.2483 -0.0555
H -0.9275 3.9296 0.5694 0.3937
H 0.6451 4.4926 0.0034 0.3789
H -0.4467 3.6625 -1.1060 0.3340
```

Gap between HOMO and LUMO, eV: 9.71
E_tot, eV: -88423.500
Net charge: 0
SMILES string: CCCCN(CC)C(=O)Cc1ccc(Br)cc1
ΔE to the lowest compared entry with this formula, charge and spin, kJ/mol: 12.3
Molecular weight, g/mol: 298.22



Molecular formula: C5H11O2
Method: DFT, ωB97M-V/def2-TZVPD

Geometry as XYZ:
```
18
Properties=species:S:1:pos:R:3:mulliken_charge:R:1
C -0.9733 -1.7126 -0.7228 -1.5886
C -0.4166 -0.4413 -0.0731 1.2524
C -0.3253 0.6955 -1.0857 -1.5312
C -1.1957 -0.0288 1.1665 -1.5028
H -1.2837 -2.4371 0.0372 0.3788
H -1.8430 -1.4889 -1.3521 0.3265
H -0.2269 -2.2019 -1.3540 0.3764
H 0.6082 -0.6601 0.2224 0.1164
H 0.1990 1.5335 -0.6321 0.3110
H -1.3316 1.0290 -1.3757 0.4565
H 0.2233 0.3827 -1.9738 0.3133
H -0.9632 -0.6838 2.0124 0.3349
H -0.9123 0.9828 1.4637 0.3770
H -2.2794 -0.0859 1.0193 0.3645
O 1.7235 1.8875 1.2270 -0.6272
C 2.6597 1.2841 0.6659 -0.1148
O 2.6227 0.4034 -0.2286 -0.6463
H 3.7146 1.5419 0.9836 0.4034
```

Gap between HOMO and LUMO, eV: 7.94
E_tot, eV: -9459.947
Net charge: -1
ΔE to the lowest compared entry with this formula, charge and spin, kJ/mol: 8.0
Molecular weight, g/mol: 103.14